Record 1
DFT (ωB97M-V with the def2-TZVPD basis set) results for a structure of composition C16H32As2CoF12O12.

Cartesian coordinates (Å):
1 Co 0.03 0.08 0.23
2 As 0.75 3.30 2.03
3 F 2.20 3.31 1.06
4 F 1.62 2.73 3.40
5 F -0.73 3.23 2.96
6 F -0.14 3.75 0.60
7 F 0.47 1.59 1.52
8 F 1.06 4.94 2.56
9 As -0.24 -1.51 3.83
10 F 0.21 -0.83 2.21
11 F 1.47 -1.77 4.04
12 F -0.57 -2.25 5.36
13 F -1.91 -1.17 3.43
14 F -0.43 -3.06 3.02
15 F -0.10 0.08 4.50
16 C 5.28 -0.02 1.80
17 C 4.24 1.04 1.53
18 O 4.06 1.20 0.11
19 C 3.09 0.51 -0.44
20 O 2.09 0.12 0.11
21 O 3.38 0.29 -1.71
22 C 2.64 -0.57 -2.53
23 H 5.18 -0.27 2.86
24 H 6.32 0.27 1.65
25 H 5.20 -0.95 1.23
26 H 4.55 1.99 1.95
27 H 3.31 0.84 2.05
28 H 3.18 -1.44 -2.89
29 H 2.46 -0.02 -3.47
30 H 1.65 -0.82 -2.16
31 C -3.07 3.30 -2.76
32 C -1.89 2.43 -3.18
33 O -0.65 3.05 -2.83
34 C 0.09 2.48 -1.92
35 O -0.15 1.46 -1.34
36 O 1.23 3.11 -1.72
37 C 1.53 4.38 -2.24
38 H -3.16 4.24 -3.30
39 H -2.97 3.45 -1.68
40 H -4.03 2.79 -2.86
41 H -1.90 2.36 -4.27
42 H -2.03 1.43 -2.75
43 H 2.04 4.93 -1.45
44 H 0.70 5.05 -2.49
45 H 2.19 4.31 -3.10
46 C -4.44 -1.99 -1.98
47 C -3.41 -1.48 -0.99
48 O -4.03 -0.45 -0.20
49 C -3.20 0.36 0.46
50 O -1.99 0.23 0.53
51 O -3.87 1.27 1.07
52 C -3.27 2.06 2.10
53 H -4.58 -1.34 -2.84
54 H -5.32 -2.33 -1.45
55 H -3.94 -2.86 -2.44
56 H -2.61 -1.01 -1.57
57 H -2.90 -2.22 -0.38
58 H -2.77 2.97 1.77
59 H -2.46 1.50 2.56
60 H -3.99 2.28 2.88
61 C -1.79 -4.84 0.70
62 C -1.01 -4.47 -0.58
63 O 0.36 -4.21 -0.24
64 C 0.75 -2.97 -0.10
65 O 0.00 -2.01 -0.11
66 O 2.03 -2.82 0.10
67 C 2.97 -3.69 -0.56
68 H -1.26 -5.65 1.18
69 H -2.79 -5.12 0.36
70 H -1.78 -3.97 1.35
71 H -1.52 -3.59 -0.97
72 H -0.96 -5.27 -1.31
73 H 2.83 -4.67 -0.11
74 H 3.99 -3.33 -0.53
75 H 2.70 -3.77 -1.62

Its spin multiplicity is 4. The value obtained for the HOMO-LUMO gap (alpha / beta) is 11.26 / 10.89 eV. The calculation puts the energy relative to the best compared isomer or geometry (same formula, charge and spin) at 0.0 kcal/mol.

=====

Record 2
DFT (ωB97M-V with the def2-TZVPD basis set) results for the molecule C3H4FNO2.

Cartesian coordinates (Å):
1 C -1.54 -0.29 0.01
2 C 0.92 -0.33 -0.11
3 C 0.70 1.06 0.38
4 N -0.37 -0.98 -0.26
5 O -2.62 -0.78 -0.20
6 O -1.34 0.89 0.52
7 F 0.86 2.03 -0.48
8 H 1.44 -0.29 -1.07
9 H 1.53 -0.88 0.62
10 H 0.85 1.37 1.41
11 H -0.43 -1.81 -0.82

The value obtained for the HOMO-LUMO gap is 9.11 eV. The calculation puts the energy relative to the best compared isomer or geometry (same formula, charge and spin) at 35.2 kcal/mol.

=====

Record 3
DFT (ωB97M-V with the def2-TZVPD basis set) results for a cluster of 8 separate species, C19H25Cl2F5N2O19 in total.

Cartesian coordinates (Å):
1 C -6.07 -19.16 -14.50
2 N -4.96 -19.24 -15.48
3 O -4.85 -18.34 -16.29
4 O -4.21 -20.19 -15.39
5 H -6.79 -19.95 -14.74
6 H -6.58 -18.22 -14.65
7 H -5.63 -19.33 -13.52
8 C -5.16 -22.02 -9.30
9 N -4.84 -21.22 -8.09
10 O -3.73 -20.74 -8.00
11 O -5.72 -21.07 -7.26
12 H -5.31 -23.05 -8.97
13 H -4.25 -21.99 -9.89
14 H -5.98 -21.59 -9.85
15 C -13.37 -24.84 -8.41
16 C -13.93 -25.95 -9.30
17 O -12.79 -26.55 -9.83
18 C -11.74 -25.69 -9.75
19 O -10.69 -25.86 -10.25
20 O -12.09 -24.61 -9.02
21 F -14.65 -25.41 -10.32
22 H -13.28 -25.15 -7.37
23 H -13.95 -23.93 -8.50
24 H -14.55 -26.66 -8.75
25 C -4.44 -23.54 -17.34
26 C -5.76 -23.11 -16.70
27 O -6.02 -21.86 -17.29
28 C -5.31 -21.77 -18.45
29 O -5.49 -20.95 -19.28
30 O -4.38 -22.75 -18.52
31 F -5.65 -22.99 -15.35
32 H -4.45 -24.61 -17.57
33 H -3.63 -23.28 -16.66
34 H -6.61 -23.77 -16.90
35 C -12.49 -21.32 -10.09
36 C -12.70 -20.61 -8.74
37 O -11.56 -20.95 -8.00
38 C -10.61 -21.49 -8.82
39 O -9.48 -21.66 -8.52
40 O -11.15 -21.79 -10.01
41 F -13.81 -21.09 -8.10
42 H -12.59 -20.65 -10.94
43 H -13.20 -22.13 -10.23
44 H -12.81 -19.53 -8.80
45 C -8.92 -23.54 -11.65
46 C -8.35 -24.02 -12.99
47 O -7.61 -22.89 -13.44
48 C -7.23 -22.18 -12.34
49 O -6.35 -21.39 -12.29
50 O -7.97 -22.55 -11.27
51 F -9.29 -24.31 -13.90
52 H -8.98 -24.37 -10.96
53 H -9.88 -23.07 -11.86
54 H -7.63 -24.84 -12.88
55 C -7.62 -24.18 -7.57
56 C -8.53 -24.92 -6.59
57 O -7.63 -25.53 -5.71
58 C -6.38 -25.57 -6.26
59 O -5.45 -26.13 -5.80
60 O -6.36 -24.87 -7.42
61 F -9.29 -25.87 -7.20
62 H -7.50 -23.15 -7.23
63 H -7.89 -24.25 -8.61
64 H -9.17 -24.26 -6.01
65 Cl -13.17 -24.61 -15.95
66 C -12.54 -25.22 -14.40
67 C -13.38 -24.75 -13.24
68 Cl -13.30 -22.98 -13.05
69 H -11.53 -24.82 -14.30
70 H -12.44 -26.30 -14.47
71 H -12.99 -25.17 -12.31
72 H -14.41 -25.07 -13.31

The value obtained for the HOMO-LUMO gap is 10.78 eV. Its SMILES is O=C1OC[C@@H](F)O1.O=C1OC[C@@H](F)O1.O=C1OC[C@@H](F)O1.O=C1OC[C@@H](F)O1.O=C1OC[C@@H](F)O1.C[N+](=O)[O-].C[N+](=O)[O-].ClCCCl.

=====

Strongest force on any atom (computed, eV/Å): 1.966; 3.796; 1.272